[1]
The following is a DFT calculation (wB97M-V/def2-TZVPD) of 13 unconnected molecules or ions with the total composition C35H70BrN2O14P.

Computed properties:
E_LUMO, Ha: -0.057
Total charge: 0
Frontier orbital gap, Ha: 0.27339
HOMO, eV: -8.991
DFT total energy, eV: -148397.8685

Element x y z (Å)
C -0.0806 -3.1448 2.4041
C -0.6657 -2.1903 1.9454
C -1.3144 -1.0249 1.2234
C -0.8442 0.3606 1.7469
C 0.7104 0.6224 1.6642
C 1.2753 -0.1050 0.4240
C 2.1741 -1.2128 0.5623
N 2.6298 -1.6928 1.8239
C 2.6577 -1.9016 -0.5926
C 3.5886 -3.1156 -0.3792
C 3.9013 -3.8944 -1.6976
C 2.6955 -4.6422 -2.2881
C 2.9482 -5.5259 -3.3695
C 1.9559 -6.2972 -3.9965
C 0.6080 -6.1676 -3.5594
C 0.3387 -5.2819 -2.4911
C 1.3545 -4.5262 -1.8550
C 2.2824 -1.5006 -1.8977
C 1.3990 -0.4155 -2.0217
C 0.9024 0.2938 -0.8807
C -0.0456 1.4622 -1.1767
O -0.1022 2.4559 -0.4985
C -0.8982 1.2827 -2.4574
Br -2.6261 2.1324 -2.4292
C -0.4733 0.5997 -3.5144
P -1.3859 0.3076 -5.0970
N -2.9426 0.1465 -4.9495
C 0.9571 0.0169 -3.4144
O 1.6706 -0.0485 -4.3849
H 0.5863 -3.9753 2.6103
H -2.4068 -1.1069 1.4248
H -1.2052 -1.1617 0.1305
H -1.2171 0.4854 2.7850
H -1.3500 1.1496 1.1530
H 1.2290 0.3553 2.6000
H 0.8392 1.7047 1.4564
H 1.9832 -1.4268 2.5594
H 3.5696 -1.3625 2.0347
H 3.0559 -3.8068 0.3126
H 4.5382 -2.7677 0.0814
H 4.6578 -4.6614 -1.4237
H 4.3838 -3.2002 -2.4125
H 3.9874 -5.6453 -3.7216
H 2.2024 -6.9878 -4.8125
H -0.1687 -6.7630 -4.0554
H -0.7198 -5.2199 -2.1876
H 1.0956 -3.8750 -1.0070
H 2.6427 -1.9902 -2.8096
H -0.8666 -0.9210 -5.6034
H -0.9754 1.3440 -5.9801
H -3.2689 -0.7671 -5.2523
C 5.8866 0.7813 -1.3174
O 5.8156 0.1078 -0.0635
H 6.8863 1.1931 -1.4341
H 5.6892 0.0769 -2.1300
H 5.1549 1.5932 -1.3421
H 4.9240 -0.2468 0.0167
C -6.2282 1.5491 -6.2655
O -4.9310 1.7942 -6.7907
H -6.9094 2.3012 -6.6606
H -6.5753 0.5568 -6.5680
H -6.2114 1.6168 -5.1744
H -4.3445 1.1173 -6.4280
C -2.8643 1.4044 5.0090
O -3.3527 1.8874 3.7649
H -2.9432 0.3182 5.0153
H -1.8156 1.6893 5.1376
H -3.4597 1.8123 5.8309
H -3.2736 2.8506 3.7813
C -5.8516 0.2571 -1.0369
O -5.9260 0.9078 -2.2988
H -6.8388 -0.1276 -0.7881
H -5.1435 -0.5751 -1.0851
H -5.5373 0.9656 -0.2653
H -5.0439 1.2398 -2.4999
C 7.6951 -5.8653 -1.6729
O 6.5641 -5.9029 -2.5415
H 7.3986 -5.3905 -0.7385
H 8.0396 -6.8820 -1.4681
H 8.4966 -5.2895 -2.1330
H 6.8464 -6.3251 -3.3584
C -4.5833 5.6269 4.2839
O -3.7308 4.7858 3.5105
H -4.7056 5.1854 5.2712
H -4.1382 6.6187 4.3848
H -5.5589 5.7046 3.7981
H -3.6350 5.1891 2.6422
C 2.8960 4.3357 -2.1189
O 2.8176 3.6709 -0.8641
H 3.8998 4.7398 -2.2338
H 2.6980 3.6303 -2.9315
H 2.1727 5.1547 -2.1559
H 1.9242 3.3210 -0.7814
C -7.1336 2.3726 5.4827
O -7.2007 3.0129 4.2137
H -8.1190 1.9814 5.7294
H -6.4170 1.5473 5.4444
H -6.8301 3.0938 6.2466
H -6.3196 3.3486 4.0191
C -7.8863 3.4524 9.1208
O -6.9903 4.4209 8.5836
H -7.6725 2.4900 8.6607
H -7.7457 3.3750 10.2017
H -8.9171 3.7387 8.8982
H -7.1939 5.2631 9.0008
C 11.4277 -5.1539 -1.6364
O 10.7412 -5.7503 -2.7328
H 10.9471 -4.2062 -1.4025
H 11.3780 -5.8080 -0.7620
H 12.4717 -4.9716 -1.9019
H 11.1799 -6.5847 -2.9240
C 7.8351 3.1186 0.7753
O 8.7351 4.0944 0.2576
H 8.0568 2.1600 0.3129
H 7.9602 3.0324 1.8577
H 6.8062 3.4026 0.5399
H 8.5224 4.9324 0.6782
C -9.0759 3.3535 1.5718
O -9.9296 3.5029 0.4400
H -9.5335 3.8603 2.4178
H -8.9523 2.2952 1.8114
H -8.1012 3.8037 1.3675
H -9.5103 3.0498 -0.2976

=====

[2]
The following is a DFT calculation (wB97M-V/def2-TZVPD) of 4 unconnected molecules or ions with the total composition C35H71ClN4O8P.

Computed properties:
Expectation value of S²: 3.763
E_LUMO (alpha / beta), Ha: 0.013 / 0.000
Total charge: 0
Frontier orbital gap (alpha / beta), Ha: 0.33704 / 0.32959
HOMO (alpha / beta), eV: -8.810 / -8.959
DFT total energy, eV: -81587.6091
Spin multiplicity: 4

Element x y z (Å)
C -0.2959 2.5641 0.4926
C 0.0906 1.1231 -0.1028
C -1.0239 0.4394 -1.0473
C -2.2278 1.3977 -1.5053
C -3.4561 0.5777 -2.2267
C -4.8817 0.7830 -1.4543
N -5.3749 -0.5757 -1.0514
C -6.8407 -0.6509 -0.9215
O -7.4643 -1.1832 -1.8814
O -7.5576 -0.2157 0.2326
C -8.0588 1.1365 0.0984
O -8.5280 1.4835 -1.2168
O -9.7984 0.9907 -1.3517
P -4.5262 -1.2708 0.3257
O -3.3399 -2.3040 -0.4195
Cl -3.5158 0.1984 1.4706
H -0.2850 3.3498 -0.3358
H 0.4659 2.8038 1.3172
H -1.3148 2.4795 1.0140
H 1.1066 1.2024 -0.6509
H 0.2974 0.4296 0.8015
H -0.4708 0.1125 -2.0126
H -1.3894 -0.5512 -0.5761
H -2.7168 1.9979 -0.6685
H -1.7878 2.1049 -2.3100
H -3.1938 -0.5444 -2.3364
H -3.5036 0.9715 -3.3136
H -4.8306 1.5555 -0.6155
H -5.5983 1.2260 -2.2504
H -8.9739 1.2084 0.8034
H -7.3343 1.9524 0.4430
H -10.3572 1.6323 -1.8451
H -2.6627 -2.5278 0.2576
C -0.0937 -6.7824 -5.0236
C 0.1530 -6.0550 -3.6748
C -0.3353 -6.9345 -2.5009
C -1.8548 -6.9836 -2.3653
C -2.4451 -5.5772 -2.3241
C -1.9949 -4.7017 -3.5106
N -0.5121 -4.7157 -3.7044
O 0.0401 -3.9575 -2.7166
C -2.7096 -5.1788 -4.7976
C -2.5463 -3.2674 -3.3044
C 1.6985 -5.9515 -3.5850
H -0.2531 -6.0705 -5.8386
H 0.7646 -7.3917 -5.3221
H -0.9427 -7.4667 -4.9888
H 0.0792 -6.5584 -1.5580
H 0.0459 -7.9557 -2.6131
H -2.2959 -7.5570 -3.1856
H -2.1217 -7.5160 -1.4470
H -3.5367 -5.6500 -2.3009
H -2.1526 -5.1056 -1.3786
H -2.3510 -4.6264 -5.6731
H -3.7879 -5.0097 -4.7290
H -2.5954 -6.2418 -4.9977
H -2.2218 -2.8193 -2.3641
H -3.6402 -3.2713 -3.2778
H -2.2410 -2.6090 -4.1238
H 2.0999 -5.3408 -4.3997
H 2.1550 -6.9432 -3.6580
H 2.0407 -5.5294 -2.6368
C -1.8465 3.4810 5.9871
C -0.3950 3.2680 5.4801
C 0.4716 2.6470 6.5993
C 0.8447 3.6342 7.7017
C 1.4681 4.8975 7.1152
C 0.5947 5.5474 6.0233
N 0.1527 4.5682 4.9835
O 1.2283 4.2902 4.1954
C -0.6323 6.2203 6.6838
C 1.3731 6.7411 5.4119
C -0.5461 2.2149 4.3512
H -2.3268 4.3242 5.4822
H -2.4806 2.6121 5.7874
H -1.9011 3.6440 7.0646
H 1.3986 2.2468 6.1719
H -0.0487 1.7928 7.0467
H -0.0322 3.8878 8.3042
H 1.5561 3.1633 8.3872
H 1.6549 5.6106 7.9242
H 2.4516 4.6406 6.7044
H -1.3135 6.6236 5.9265
H -0.3232 7.0564 7.3176
H -1.2013 5.5594 7.3336
H 2.3396 6.4484 4.9945
H 1.5860 7.4960 6.1748
H 0.7896 7.2263 4.6238
H -1.1583 2.6000 3.5300
H -1.0326 1.3107 4.7298
H 0.4140 1.8908 3.9416
C 5.0197 -0.0639 -3.7785
C 4.7595 1.0560 -2.7357
C 5.9970 1.9758 -2.6251
C 7.1634 1.3425 -1.8722
C 6.7121 0.8080 -0.5164
C 5.5009 -0.1408 -0.6173
N 4.3845 0.4373 -1.4265
O 3.7835 1.3982 -0.6718
C 5.9582 -1.4908 -1.2200
C 5.0498 -0.5220 0.8166
C 3.6028 1.8822 -3.3575
H 4.4563 -0.9708 -3.5406
H 4.7014 0.2311 -4.7828
H 6.0755 -0.3240 -3.8688
H 5.7239 2.9051 -2.1114
H 6.3358 2.2707 -3.6245
H 7.6149 0.5419 -2.4651
H 7.9500 2.0890 -1.7242
H 7.5533 0.2975 -0.0373
H 6.4674 1.6601 0.1285
H 5.1046 -2.1592 -1.3773
H 6.6495 -2.0037 -0.5452
H 6.4916 -1.3949 -2.1629
H 4.7952 0.3481 1.4267
H 5.8509 -1.0441 1.3485
H 4.1838 -1.1900 0.7897
H 2.6984 1.2749 -3.4640
H 3.8796 2.2422 -4.3530
H 3.3543 2.7711 -2.7721

=====

[3]
The following is a DFT calculation (wB97M-V/def2-TZVPD) of 4 unconnected molecules or ions with the total composition C35H72ClF3IN12O5P3.

Computed properties:
E_LUMO, Ha: -0.037
Total charge: 0
ΔE to the lowest compared entry with this formula, charge and spin, kJ/mol: 0.0
Frontier orbital gap, Ha: 0.25723
HOMO, eV: -8.019
SMILES: C[C@@H](I)Cc1cc(CC(=O)Cl)c(CCN)c2ncc(COC(F)(F)F)nc12.CN(C)P(=O)(N(C)C)N(C)C.CN(C)P(=O)(N(C)C)N(C)C.CN(C)P(=O)(N(C)C)N(C)C
DFT total energy, eV: -122216.8431

Element x y z (Å)
C 4.7026 0.4355 1.4604
C 3.1671 0.1237 1.6800
I 2.5306 -1.2714 0.1704
C 2.9117 -0.3474 3.1273
C 1.5203 -0.9522 3.3686
C 1.4871 -2.1724 3.9863
C 0.2427 -2.8461 4.2810
C 0.3496 -4.1799 5.0169
C -0.1337 -4.0849 6.4964
O -0.0340 -5.0186 7.2301
Cl -0.8058 -2.5575 7.1812
C -0.9283 -2.2411 3.8837
C -2.2823 -2.9292 4.1250
C -2.4956 -4.2240 3.2922
N -2.6526 -4.0115 1.8540
C -0.9082 -0.9531 3.2363
N -2.1101 -0.4034 2.8925
C -2.0215 0.7867 2.3455
C -0.7646 1.4413 2.1287
C -0.7861 2.8618 1.5150
O -1.8933 3.5842 2.0914
C -2.8340 3.9422 1.1935
F -2.5074 5.0703 0.5313
F -3.9507 4.2472 1.8954
F -3.1804 2.9729 0.3317
N 0.4216 0.9512 2.4002
C 0.3067 -0.2863 2.9733
H 4.8475 1.5285 1.3814
H 5.2983 0.1022 2.3260
H 5.0992 -0.0072 0.5392
H 2.6573 1.0684 1.4611
H 3.6601 -1.1350 3.3334
H 3.1332 0.4700 3.8372
H 2.4288 -2.6388 4.2888
H 1.4234 -4.4214 5.1146
H -0.1092 -5.0266 4.4958
H -2.3635 -3.2072 5.1917
H -3.1349 -2.2705 3.9187
H -3.4383 -4.6857 3.6396
H -1.7169 -4.9894 3.4270
H -3.5423 -3.5763 1.6407
H -1.8742 -3.5000 1.4545
H -2.9580 1.2837 2.0813
H -0.7821 2.8456 0.4158
H 0.1611 3.3294 1.8307
O -5.9549 -3.5382 3.0964
P -7.3109 -2.8472 3.1183
N -8.0980 -3.9397 2.0521
C -9.0859 -3.6259 1.0460
C -8.4205 -5.2184 2.6772
N -6.7395 -1.4066 2.3144
C -6.5525 -1.3972 0.8711
C -5.5414 -0.8607 2.9502
N -8.8493 -2.0176 3.5121
C -9.2863 -0.7767 2.8967
C -9.0044 -1.8954 4.9766
H -10.0779 -3.4148 1.4724
H -9.1974 -4.4705 0.3613
H -8.7940 -2.7882 0.4177
H -9.3170 -5.1400 3.3100
H -7.5944 -5.5644 3.3014
H -8.5894 -5.9913 1.9249
H -6.0310 -2.2910 0.5050
H -5.9775 -0.5214 0.5606
H -7.5039 -1.3020 0.3460
H -4.6356 -1.3941 2.6503
H -5.6185 -0.9174 4.0400
H -5.4216 0.1961 2.6935
H -8.6533 0.0773 3.1532
H -10.3025 -0.5534 3.2366
H -9.3466 -0.8589 1.8133
H -8.3059 -1.1614 5.3961
H -8.8085 -2.8598 5.4573
H -10.0218 -1.6050 5.2448
O 5.2689 3.2384 -1.1350
P 6.1656 4.4619 -1.0279
N 5.4010 5.3364 -2.2990
C 6.0335 6.1573 -3.3056
C 4.1346 5.9397 -1.8982
N 7.5694 3.5716 -1.5793
C 7.7344 3.2665 -2.9937
C 7.7929 2.3484 -0.8067
N 7.2445 5.8483 -0.6498
C 8.6140 5.9709 -1.1195
C 7.2217 6.1328 0.7996
H 6.3697 7.1294 -2.9152
H 5.3281 6.3568 -4.1165
H 6.8780 5.6641 -3.7796
H 4.2950 6.8609 -1.3181
H 3.5536 5.2492 -1.2834
H 3.5197 6.1770 -2.7687
H 6.8151 2.8854 -3.4552
H 8.5185 2.5201 -3.1402
H 8.0769 4.1385 -3.5524
H 7.1434 1.5284 -1.1298
H 7.6077 2.5224 0.2574
H 8.8334 2.0264 -0.9025
H 9.2835 5.2175 -0.6959
H 8.9973 6.9562 -0.8350
H 8.6773 5.9295 -2.2047
H 7.7418 5.3549 1.3714
H 6.1873 6.1791 1.1574
H 7.6806 7.0979 1.0219
O 3.1152 -2.4017 -4.9404
P 1.7492 -1.7437 -5.0207
N 1.0453 -2.8974 -6.0840
C 0.1082 -2.6479 -7.1539
C 0.7168 -4.1571 -5.4256
N 2.3318 -0.3198 -5.8506
C 2.5970 -0.3640 -7.2808
C 3.4821 0.2863 -5.1759
N 0.1727 -0.9383 -4.7470
C -0.2614 0.2641 -5.4349
C -0.0627 -0.7625 -3.2997
H -0.9104 -2.4438 -6.7910
H 0.0530 -3.5215 -7.8087
H 0.4161 -1.8289 -7.7993
H -0.2149 -4.0753 -4.8459
H 1.5145 -4.4579 -4.7438
H 0.6065 -4.9635 -6.1536
H 3.1589 -1.2577 -7.5803
H 3.1667 0.5131 -7.5966
H 1.6733 -0.3152 -7.8596
H 4.4184 -0.2331 -5.4046
H 3.3480 0.2716 -4.0909
H 3.5837 1.3340 -5.4720
H 0.3356 1.1447 -5.1806
H -1.2999 0.4732 -5.1585
H -0.2615 0.1374 -6.5157
H 0.5983 0.0051 -2.8790
H 0.1312 -1.7013 -2.7696
H -1.0994 -0.4883 -3.0936

=====

[4]
The following is a DFT calculation (wB97M-V/def2-TZVPD) of 5 unconnected molecules or ions with the total composition C35H74BN4O3S2.

Computed properties:
E_LUMO, Ha: -0.150
Total charge: +1
Frontier orbital gap, Ha: 0.29250
HOMO, eV: -12.043
DFT total energy, eV: -71932.4439

Element x y z (Å)
C 3.1756 4.1505 -2.7084
C 2.5632 3.5617 -4.1454
S 1.0395 2.5588 -3.6856
C 1.3525 0.7020 -3.9076
N 2.7255 0.3434 -3.3848
C 3.1693 -0.9545 -3.4271
N 4.5925 -1.2894 -2.9320
C 4.9395 -2.4469 -3.8389
S 4.9567 -1.5712 -5.5378
C 3.6009 -3.3719 -3.9755
O 3.3940 -4.5472 -3.1220
B 4.3504 -4.6217 -2.0033
O 5.6346 -5.3558 -2.2857
O 4.1982 -4.0152 -0.6646
N 2.5552 -2.2372 -3.9399
C 1.1980 -2.6413 -3.3182
C 1.1714 -2.6714 -1.7185
C -0.1995 -3.0858 -0.9426
C -1.3911 -3.3652 -2.0178
C -1.0930 -3.2194 -3.5862
N 0.1483 -2.8929 -4.3417
H 3.7790 3.2755 -2.2155
H 2.2488 4.3683 -1.9937
H 3.8399 5.1128 -2.8578
H 3.3419 2.8456 -4.6557
H 2.2846 4.4851 -4.8480
H 1.1592 0.3171 -4.9970
H 0.5595 0.1374 -3.2172
H 3.4003 1.0601 -2.9796
H 4.6208 -1.5483 -1.9217
H 6.0084 -2.9149 -3.8364
H 5.3583 -2.6297 -6.4106
H 3.5089 -3.7197 -5.0904
H 6.3851 -4.7489 -1.9946
H 5.0910 -3.5727 -0.4896
H 2.1341 -2.3989 -1.0979
H -0.3742 -3.1737 0.2110
H -2.4714 -3.6442 -1.6394
H -2.0370 -3.4067 -4.2972
C 3.8436 -6.2299 1.8029
C 4.2372 -5.3472 2.9785
C 5.7513 -5.1724 3.1239
C 6.5394 -6.4583 3.3991
C 6.1130 -7.2365 4.6469
C 6.3022 -6.4551 5.9381
H 4.2197 -7.2497 1.9196
H 2.7529 -6.2854 1.7249
H 4.2297 -5.8224 0.8637
H 3.8068 -5.7509 3.9013
H 3.7866 -4.3582 2.8358
H 5.9436 -4.4493 3.9253
H 6.1453 -4.7156 2.2070
H 7.6016 -6.1982 3.4899
H 6.4666 -7.1227 2.5304
H 6.7130 -8.1527 4.7053
H 5.0701 -7.5580 4.5611
H 7.3479 -6.1575 6.0643
H 6.0206 -7.0735 6.7964
H 5.6811 -5.5551 5.9606
C -8.0857 -4.9189 1.2095
C -6.6289 -5.3549 1.1465
C -5.7546 -4.4246 0.3013
C -6.1347 -4.3301 -1.1809
C -6.1449 -5.6580 -1.9431
C -4.7823 -6.3317 -1.9978
H -8.5555 -4.9354 0.2226
H -8.6516 -5.5960 1.8576
H -8.1721 -3.9078 1.6188
H -6.5689 -6.3828 0.7729
H -6.2283 -5.3745 2.1666
H -4.7116 -4.7507 0.3894
H -5.7908 -3.4157 0.7320
H -5.4330 -3.6448 -1.6731
H -7.1229 -3.8653 -1.2743
H -6.4775 -5.4651 -2.9701
H -6.8775 -6.3450 -1.5075
H -4.0417 -5.6764 -2.4671
H -4.8414 -7.2522 -2.5874
H -4.4238 -6.6003 -1.0000
C 0.0616 8.8870 2.5725
C 0.6517 7.5654 3.0429
C 1.7813 7.0531 2.1451
C 1.3820 6.7394 0.6986
C 0.2559 5.7150 0.5347
C 0.6079 4.3400 1.0817
H -0.4024 8.7944 1.5870
H -0.7105 9.2227 3.2724
H 0.8327 9.6617 2.5222
H -0.1434 6.8164 3.1249
H 1.0495 7.7038 4.0549
H 2.2138 6.1571 2.6057
H 2.5860 7.7993 2.1270
H 2.2710 6.3763 0.1673
H 1.0883 7.6663 0.1929
H 0.0313 5.6155 -0.5341
H -0.6627 6.0752 1.0088
H 1.5024 3.9427 0.5919
H -0.2154 3.6415 0.9009
H 0.7874 4.3679 2.1603
C -4.2344 4.7289 1.4812
C -4.2220 5.7679 0.3692
C -3.7954 7.1591 0.8454
C -4.7106 7.8066 1.8911
C -6.1751 7.9670 1.4741
C -6.3623 8.8759 0.2690
H -4.9604 4.9785 2.2593
H -4.5066 3.7492 1.0753
H -3.2462 4.6411 1.9430
H -5.2083 5.8100 -0.1053
H -3.5214 5.4375 -0.4064
H -3.7174 7.8179 -0.0276
H -2.7831 7.0955 1.2646
H -4.3032 8.7946 2.1404
H -4.6726 7.2240 2.8186
H -6.7309 8.3923 2.3184
H -6.6257 6.9901 1.2714
H -5.9538 9.8723 0.4647
H -7.4278 8.9855 0.0426
H -5.8746 8.4710 -0.6224